(1)
137
Properties=species:S:1:pos:R:3 method="wB97M-V/def2-TZVPD" e_lumo_ev=0.1 total_energy_ha=-4388.27829 homo_energy_ev=-9.39
N 12.2264 9.5833 10.8445
C 12.1010 9.7413 12.1891
C 11.3171 8.8837 12.9409
C 10.7486 7.7690 12.3698
C 10.8754 7.6120 11.0073
C 11.5467 8.5909 10.3036
H 12.6570 10.5465 12.6691
H 11.2692 9.0338 14.0238
H 10.2294 7.0909 13.0476
H 10.4640 6.7398 10.4928
H 11.6804 8.5349 9.2379
N 13.3587 14.8879 17.1257
C 14.2084 14.2657 17.9763
C 14.0176 12.9119 18.3934
C 12.9072 12.2304 17.8353
C 12.0554 12.8501 16.9324
C 12.2996 14.2072 16.6630
H 15.0370 14.8518 18.3837
H 14.7175 12.4422 19.0959
H 12.7527 11.1794 18.0197
H 11.3602 12.2339 16.3722
H 11.6224 14.7832 16.0591
N 9.8324 17.8396 16.3891
C 11.0589 17.8786 15.8703
C 11.3495 17.1986 14.6744
C 10.3377 16.5011 13.9718
C 9.0498 16.4395 14.5354
C 8.8603 17.1512 15.7409
H 11.8208 18.4145 16.4608
H 12.3539 17.2801 14.2634
H 10.6026 16.0348 13.0235
H 8.2680 15.8280 14.1143
H 7.8965 17.1740 16.2457
N 16.4618 12.7050 13.2735
C 15.4784 12.1342 14.0488
C 14.2146 12.7052 14.1844
C 13.7788 13.7565 13.3974
C 14.7197 14.3172 12.5492
C 15.9958 13.7414 12.5286
H 15.7463 11.3232 14.7441
H 13.5633 12.3599 14.9780
H 12.7468 14.0962 13.5413
H 14.4566 15.1253 11.8722
H 16.7203 14.1172 11.8333
N 11.4436 17.3707 10.9936
C 12.5340 16.8521 10.4111
C 12.5185 15.9979 9.2696
C 11.2788 15.6381 8.7851
C 10.1444 16.2264 9.3312
C 10.2716 17.0338 10.4517
H 13.4987 17.1893 10.7311
H 13.4595 15.7085 8.8210
H 11.1407 14.8806 7.9982
H 9.2235 16.1760 8.7721
H 9.3514 17.3364 10.9750
N 14.5910 9.2139 16.9548
C 13.9346 8.7142 15.8848
C 14.4998 8.2016 14.7138
C 15.9026 8.1369 14.6755
C 16.5685 8.7199 15.7449
C 15.9029 9.2440 16.8311
H 12.8592 8.8016 15.9717
H 13.8378 7.9622 13.8948
H 16.4547 7.6863 13.8332
H 17.6605 8.7289 15.7486
H 16.4407 9.7522 17.6165
N 19.3839 20.5414 10.3302
C 20.1128 19.6999 11.0742
C 19.6069 18.5562 11.7532
C 18.2940 18.2154 11.4657
C 17.5043 19.0001 10.6321
C 18.0927 20.1558 10.1265
H 21.1811 19.9683 11.2294
H 20.2422 17.8615 12.2898
H 17.8814 17.3409 11.9777
H 16.4353 18.8567 10.5120
H 17.5401 20.8817 9.5810
C 14.1960 11.0013 8.9080
C 14.1341 12.2031 9.8449
O 12.7110 12.4289 9.8840
C 12.1359 11.8384 8.8304
O 10.9713 12.0220 8.5514
O 12.9965 11.1282 8.1222
F 14.6986 13.3827 9.4228
H 14.1027 10.1574 9.6228
H 15.0658 11.0398 8.2566
H 14.4816 11.9556 10.8585
C 18.7822 10.4230 11.8411
C 18.6423 11.0190 10.4006
O 17.3649 10.5130 9.9857
C 16.9245 9.4954 10.8504
O 15.9613 8.8682 10.6177
O 17.7940 9.3460 11.8108
F 19.5598 10.5621 9.4964
H 18.5365 11.0898 12.6536
H 19.7344 9.9278 11.9298
H 18.6312 12.1263 10.3453
C 16.1322 16.0310 15.5290
C 15.2862 17.1231 16.2457
O 14.7359 17.9160 15.1732
C 15.3571 17.5378 13.9623
O 15.0154 17.9542 12.9200
O 16.2986 16.5469 14.1906
F 16.0947 17.9404 16.9866
H 15.5467 15.1166 15.5208
H 17.0878 15.9494 16.0229
H 14.4180 16.7780 16.8353
C 17.8551 15.6829 7.0985
C 18.4923 14.7545 8.0941
O 17.6103 14.7790 9.2071
C 16.6479 15.7522 9.0477
O 15.9327 15.9688 9.9559
O 16.7392 16.2704 7.8398
F 19.7333 15.2342 8.4819
H 17.4946 15.3020 6.1460
H 18.5446 16.5107 6.9212
H 18.6918 13.7413 7.7182
C 9.0711 12.6032 11.0780
C 8.3106 13.5871 11.9796
O 8.7882 13.2348 13.2818
C 9.8375 12.4090 13.1912
O 10.5297 12.1515 14.1432
O 10.1188 12.1836 11.9040
F 6.9311 13.3115 11.9546
H 9.4873 12.9452 10.1448
H 8.3377 11.8250 10.8969
H 8.4775 14.6563 11.7949
C 19.3515 11.6713 15.5771
C 20.4804 12.6832 15.8479
O 21.2845 12.6015 14.7427
C 21.1328 11.3300 14.1807
O 21.8006 10.8676 13.3419
O 20.0121 10.7946 14.7142
F 21.2071 12.3214 16.9615
H 18.4744 12.1454 15.1159
H 19.0988 11.1372 16.4937
H 20.2234 13.7310 15.9794



(2)
52
Properties=species:S:1:pos:R:3 method="wB97M-V/def2-TZVPD" e_lumo_ev="0.3 / -0.1" total_energy_ha=-2160.97936 multiplicity=3 homo_energy_ev="-5.97 / -6.98" s2=2.01 de_lowest_ev=0.131
C 4.5463 1.6545 0.3570
C 4.0023 1.0928 1.5096
C 2.6945 0.5891 1.4765
C 1.8374 0.7786 0.3814
C 2.3828 1.4147 -0.7411
C 3.7353 1.7891 -0.7702
C 2.2075 -0.1592 2.6783
C 0.7621 0.1010 3.1128
N 0.1384 1.5018 3.0561
Ti -0.3385 0.9315 0.8300
C 1.5438 1.8055 -1.9250
P -0.1934 2.0870 -1.3060
H 4.5796 1.0283 2.4432
H 4.1205 2.2393 -1.6921
H 5.5700 2.0397 0.3677
H 1.5375 1.0314 -2.7093
H 1.9185 2.7406 -2.3709
H 2.2500 -1.2533 2.4665
H 2.8762 -0.0085 3.5402
H 0.1679 -0.5523 2.4703
C -1.1505 2.0407 -2.8605
C -0.0913 3.8489 -0.8690
H 0.6107 -0.2946 4.1234
C 0.9924 2.7073 2.9019
C -0.6852 1.7218 4.3031
H -1.6461 0.6443 -0.4765
H 0.8675 3.3584 3.7805
H 2.0671 2.5596 2.7636
H 0.5986 3.3058 2.0608
H -0.3376 2.5661 4.9071
H -1.7048 1.9578 4.0223
H -0.7016 0.8669 4.9914
H 0.0834 4.4708 -1.7576
H -1.0499 4.1428 -0.4279
H 0.6978 4.0397 -0.1335
H -0.8421 2.8290 -3.5749
H -1.0505 1.0598 -3.3495
H -2.2123 2.2084 -2.6058
H -1.8856 0.1529 0.2046
O -0.8450 -2.1304 0.8072
B -0.1081 -1.1149 0.0128
O 0.4841 -1.8678 -1.0684
C 0.0687 -3.1657 -0.9754
C 0.0569 -4.0750 -1.9977
C -1.0005 -4.9959 -2.0130
C -1.8864 -5.0847 -0.9434
C -1.7286 -4.2984 0.1975
C -0.7805 -3.2942 0.1345
H 0.7928 -3.9486 -2.7921
H -1.1318 -5.6475 -2.8689
H -2.7130 -5.8036 -0.9801
H -2.3807 -4.3499 1.0752



(3)
59
Properties=species:S:1:pos:R:3 method="wB97M-V/def2-TZVPD" e_lumo_ev=-0.7 total_energy_ha=-1878.48847 homo_energy_ev=-6.78
C -2.0448 0.1584 2.4927
C -1.9309 1.4318 3.3503
C -2.3219 2.7496 2.6518
C -1.9025 2.9096 1.1854
C -2.7185 4.0757 0.5797
B -0.3126 3.0986 0.9987
I 0.3156 5.2798 1.4555
O 0.1034 2.9083 -0.4087
C 1.4236 2.4743 -0.4021
P 1.4376 1.5924 -2.0160
O 0.3813 0.5657 -2.1881
O 1.2328 2.7415 -3.1128
O 2.9126 0.9798 -2.3012
C 1.5488 1.6176 0.9060
C 1.4194 0.1006 0.6610
C 2.8629 1.7924 1.7074
C 3.1844 3.1714 2.2219
F 3.6892 3.9583 1.1863
O 0.4997 2.0975 1.6974
H -2.4301 -0.6634 3.1063
H -1.0539 -0.1499 2.1612
H -2.7254 0.2653 1.6502
H -2.5720 1.3144 4.2289
H -0.9099 1.5179 3.7205
H -3.4068 2.8905 2.7402
H -1.8678 3.5725 3.2140
H -2.1705 2.0299 0.5911
H -3.7162 3.7090 0.3104
H -2.2396 4.4955 -0.3031
H -2.8738 4.8547 1.3271
H 2.1752 3.2720 -0.5023
H 0.4314 2.4939 -3.5907
H 3.5216 1.2504 -1.6026
H 0.4233 -0.1441 0.2968
H 1.6493 -0.4489 1.5760
H 2.1813 -0.1811 -0.0737
H 3.7334 1.4133 1.1566
H 2.7586 1.1387 2.5781
H 2.3343 3.6532 2.6994
H 3.9829 3.0944 2.9679
C -1.9482 -6.4893 -2.6364
C -1.7924 -5.1406 -3.3084
N -0.7639 -4.2998 -2.6825
C -0.3264 -3.0957 -3.1939
C 0.5754 -2.5969 -2.3174
N 0.6771 -3.5028 -1.2909
C -0.1349 -4.5274 -1.5339
C 1.5344 -3.3526 -0.1147
H -2.2438 -6.3854 -1.5917
H -2.7237 -7.0572 -3.1447
H -1.0220 -7.0641 -2.6784
H -2.7305 -4.5869 -3.2739
H -1.5153 -5.2661 -4.3542
H -0.7184 -2.7208 -4.1217
H 1.1458 -1.6793 -2.2943
H -0.2554 -5.3864 -0.8995
H 2.2552 -4.1668 -0.0838
H 0.9255 -3.3599 0.7860
H 2.0560 -2.4034 -0.1835



(4)
12
Properties=species:S:1:pos:R:3 method="wB97M-V/def2-TZVPD" e_lumo_ev=-1.1 total_energy_ha=-319.57266 homo_energy_ev=-8.84 de_lowest_ev=3.797
N 1.6372 -1.0091 1.2786
C 1.2959 -0.0678 1.9003
C 0.3376 0.0796 -1.0669
C -0.7202 -0.8820 -0.7124
N -1.5234 -0.2293 0.2876
C -0.8892 0.8175 0.6189
N 0.2238 1.0717 -0.2533
H 1.1727 -0.0384 -1.7453
H -1.2735 -1.3621 -1.5204
H -0.0975 -1.6337 -0.1543
H -1.1289 1.5242 1.4003
H 0.9655 1.7294 -0.0330



(5)
16
Properties=species:S:1:pos:R:3 method="wB97M-V/def2-TZVPD" e_lumo_ev=0.9 total_energy_ha=-325.86151 smiles="[H]/N=C1/CCCCO1" homo_energy_ev=-9.88 de_lowest_ev=2.069
N 2.6982 0.5527 0.3406
C 1.4684 0.3999 0.0904
C 0.7778 -0.8914 -0.1967
C -0.5481 -1.1419 0.5509
C -1.4220 -0.2489 -0.3428
C -0.7807 1.1969 -0.1076
O 0.6338 1.4456 -0.1940
H 2.9352 1.5475 0.2982
H 0.3295 -0.5978 -1.1697
H 1.4790 -1.7213 -0.2608
H -0.5849 -0.8037 1.5924
H -0.7878 -2.2118 0.5463
H -1.4728 -0.8188 -1.2967
H -2.4670 -0.0574 -0.1056
H -1.0361 1.3457 0.9504
H -1.2224 2.0048 -0.6952



(6)
84
Properties=species:S:1:pos:R:3 method="wB97M-V/def2-TZVPD" e_lumo_ev=0.2 total_energy_ha=-3203.05192 smiles="C=CC(=O)OCCCCCC[Si@@](Cl)(CCOC(C)=O)[C@@H](C)CC.CCOS(C)(=O)=O.CCOS(C)(=O)=O" homo_energy_ev=-9.84
C 3.3980 -2.4139 -1.1371
C 2.3696 -3.1929 -1.4246
C 2.0710 -3.4969 -2.8571
O 2.9042 -3.7712 -3.6715
O 0.7623 -3.4742 -3.2089
C -0.1216 -2.5224 -2.6019
C 0.2787 -1.0792 -2.8386
C 0.1114 -0.6057 -4.2934
C -0.5383 0.7876 -4.4252
C -1.9822 0.7819 -4.9398
C -2.9486 -0.1802 -4.2212
Si -3.6457 0.4143 -2.5784
Cl -2.9520 -0.9156 -1.1152
C -3.0837 2.1607 -2.1415
C -2.9256 2.4235 -0.6435
O -2.1310 3.5909 -0.3942
C -0.7991 3.5057 -0.6297
C -0.0390 2.2353 -0.3227
O -0.2191 4.4751 -1.0407
C -5.5364 0.4158 -2.5601
C -6.0003 0.8836 -3.9508
C -6.0822 -0.9710 -2.1625
C -7.5666 -1.2149 -2.4734
H 3.5055 -1.9182 -0.1818
H 4.1528 -2.2291 -1.8926
H 1.7637 -3.6276 -0.6391
H -0.2806 -2.7319 -1.5414
H -1.0789 -2.6944 -3.0941
H -0.3718 -0.4801 -2.1948
H 1.2980 -0.8826 -2.5024
H -0.4858 -1.3266 -4.8585
H 1.0842 -0.5725 -4.7834
H 0.0476 1.3569 -5.1507
H -0.4552 1.3447 -3.4874
H -1.9626 0.5535 -6.0079
H -2.3761 1.8004 -4.8614
H -3.7944 -0.3616 -4.8895
H -2.4836 -1.1586 -4.0817
H -3.8723 2.8178 -2.5230
H -2.1643 2.4310 -2.6630
H -2.5403 1.5562 -0.1103
H -3.8962 2.6477 -0.2034
H 0.8983 2.5303 0.1410
H -0.5884 1.6071 0.3765
H 0.1962 1.6585 -1.2163
H -5.8144 1.1635 -1.8095
H -7.0090 1.2978 -3.9047
H -6.0136 0.0615 -4.6659
H -5.3697 1.6890 -4.3403
H -5.9545 -1.0654 -1.0823
H -5.4658 -1.7663 -2.5905
H -7.9160 -0.6595 -3.3424
H -8.1964 -0.9558 -1.6224
H -7.7380 -2.2701 -2.6897
O 2.4690 1.0548 4.1224
S 1.2106 1.6000 4.5426
O 0.0876 1.5284 3.6596
O 1.4238 3.0983 5.0073
C 2.1006 4.0139 4.1081
C 1.1870 4.5031 3.0072
C 0.7581 0.9563 6.1141
H 2.9975 3.5361 3.7119
H 2.4221 4.8333 4.7470
H 0.9291 3.6964 2.3225
H 1.6695 5.2952 2.4351
H 0.2553 4.8862 3.4228
H 1.5994 1.0641 6.7927
H 0.5154 -0.0939 5.9666
H -0.1105 1.5017 6.4721
O 6.2357 -2.2129 2.7903
S 6.2043 -1.7022 4.1288
O 7.4314 -1.5450 4.8483
O 5.2024 -2.5931 4.9867
C 5.3904 -4.0273 4.9406
C 6.5280 -4.4921 5.8241
C 5.2864 -0.2083 4.1860
H 5.5320 -4.3344 3.9038
H 4.4411 -4.4360 5.2815
H 7.4902 -4.1543 5.4431
H 6.5347 -5.5818 5.8651
H 6.4123 -4.1004 6.8346
H 4.3364 -0.3534 3.6835
H 5.8802 0.5446 3.6718
H 5.1370 0.0713 5.2249



(7)
8
Properties=species:S:1:pos:R:3 method="wB97M-V/def2-TZVPD" e_lumo_ev=0.0 total_energy_ha=-1349.68152 smiles="C=[Si](F)Cl.Cl" homo_energy_ev=-8.47 de_lowest_ev=4.206
C -0.5347 1.2116 0.9503
F -0.7560 -1.5576 -0.0906
Si -1.3416 -0.1164 0.0827
Cl -2.9755 0.2863 -0.9874
Cl 2.9576 -2.1069 -0.9705
H 3.1811 -0.8483 -1.0965
H 0.4704 0.9796 1.1771
H -1.0013 2.1517 0.9349



(8)
39
Properties=species:S:1:pos:R:3 method="wB97M-V/def2-TZVPD" e_lumo_ev=-12.0 total_energy_ha=-919.01744 total_charge=+2 homo_energy_ev=-14.30 de_lowest_ev=8.460
Y -2.2790 -1.6645 5.1422
C 0.7854 0.2104 -1.0810
C 1.5026 -0.0534 0.2468
C 2.6651 0.8203 0.3980
O 0.6463 0.1372 1.3426
H 0.2407 1.1546 -1.0858
H 0.1456 -0.5995 -1.4315
H 1.5717 0.3567 -1.8215
H 1.7717 -1.1096 0.2403
H 3.3876 0.4862 -0.3466
H 3.2835 0.5090 1.2399
H 2.3754 1.8699 0.4490
O 4.3197 -3.9305 -3.4349
H 3.7372 -3.2026 -3.2181
H 4.8270 -3.6171 -4.1836
O 1.7473 -0.8794 7.0819
H 2.3466 -0.2327 6.7092
H 2.2881 -1.3873 7.6867
O -3.2902 -2.7898 -6.5899
H -3.5722 -2.6641 -5.6838
H -4.0351 -2.4984 -7.1156
O -2.9231 3.6188 1.4347
H -3.4851 3.1039 2.0137
H -2.2381 3.0090 1.1605
O -4.7869 4.4102 -2.9791
H -4.4352 4.1645 -2.1234
H -4.3526 3.8205 -3.5954
O 1.5706 3.7506 -7.1927
H 2.3481 3.2303 -6.9903
H 1.5422 4.4168 -6.5059
O -3.5375 -3.6228 1.6624
H -3.5964 -4.4453 1.1762
H -3.8088 -2.9531 1.0346
O 0.4156 4.0748 4.5889
H 1.0411 3.4794 4.1760
H -0.2446 4.2348 3.9145
O 0.3493 -4.8564 4.5911
H 0.4379 -5.8064 4.6678
H 1.2386 -4.5452 4.4221